No. 1
The following is a DFT calculation (ωB97M-V/def2-TZVPD) of a molecular structure, C27H22F4N6O6RhSe2.

The total energy is -194138.4436 eV. Its multiplicity is 5. As for the expectation value of S²: 6.0506. As for the highest occupied orbital energy (spin up / spin down): -0.405 / -0.409 hartree. As for the LUMO energy (spin up / spin down): -3.1 / -5.6 eV. Its HOMO-LUMO gap (spin up / spin down) is 7.95 / 5.56 eV. As for the total charge: +1.

Last column: Löwdin spin population.
CARTESIAN COORDINATES (ANGSTROEM)
Rh  -0.023  0.090  -0.932  2.478
C  3.302  -0.236  -2.162  0.005
N  2.033  0.470  -2.349  0.080
C  2.306  1.913  -2.344  0.005
C  1.455  0.014  -3.618  -0.001
C  0.220  0.804  -4.008  0.049
N  -0.670  0.980  -2.878  0.485
C  -1.791  1.703  -3.048  0.039
C  -2.654  1.880  -1.927  0.116
F  -2.268  1.332  -0.778  0.055
C  -3.844  2.560  -1.992  -0.010
F  -4.602  2.646  -0.909  -0.016
C  -4.264  3.137  -3.182  0.162
C  -3.445  3.004  -4.292  -0.009
F  -3.821  3.543  -5.445  -0.015
C  -2.251  2.317  -4.249  0.110
F  -1.546  2.248  -5.375  0.039
H  3.743  0.020  -1.198  0.000
H  4.013  0.039  -2.950  0.003
H  3.148  -1.312  -2.209  0.000
H  2.888  2.207  -3.228  0.002
H  2.890  2.161  -1.460  0.000
H  1.384  2.492  -2.317  0.001
H  1.199  -1.042  -3.494  0.000
H  2.189  0.104  -4.430  0.001
H  -0.285  0.265  -4.816  0.017
H  0.517  1.777  -4.407  0.015
H  -5.200  3.672  -3.253  0.008
Se  1.748  -1.905  -0.004  0.106
Se  0.077  -3.115  0.996  0.005
C  -1.072  -3.089  -0.549  0.008
C  -1.787  -4.259  -0.787  0.004
C  -2.581  -4.337  -1.915  -0.002
C  -2.646  -3.239  -2.761  0.002
C  -1.916  -2.112  -2.440  0.002
N  -1.132  -2.034  -1.360  0.059
C  2.195  -0.343  1.081  0.012
C  3.109  -0.402  2.117  0.004
C  3.464  0.792  2.732  -0.001
C  2.857  1.969  2.321  0.002
C  1.944  1.928  1.276  0.004
N  1.653  0.792  0.647  0.053
H  -1.695  -5.090  -0.101  0.000
H  -3.124  -5.244  -2.140  0.000
H  -3.247  -3.259  -3.658  0.000
H  -1.950  -1.234  -3.073  0.000
H  3.539  -1.348  2.413  0.002
H  4.202  0.808  3.520  0.000
H  3.083  2.903  2.815  0.000
H  1.429  2.816  0.939  0.000
O  -0.818  1.727  1.686  0.010
C  -0.906  0.536  1.949  0.009
O  -0.953  -0.413  1.070  0.096
C  -0.769  0.070  3.403  0.004
C  0.101  0.783  4.214  0.001
C  0.573  0.216  5.387  0.000
C  0.214  -1.062  5.773  0.000
C  -0.690  -1.744  4.980  0.000
C  -1.212  -1.182  3.821  0.000
N  -0.953  -3.156  5.278  0.000
O  -0.808  -3.536  6.416  0.000
O  -1.263  -3.864  4.333  0.000
N  1.591  0.929  6.169  0.000
O  2.075  1.927  5.664  0.000
O  1.905  0.460  7.240  0.000
H  0.429  1.766  3.912  0.000
H  0.651  -1.524  6.647  0.000
H  -1.943  -1.717  3.237  0.000

---

No. 2
The following is a DFT calculation (ωB97M-V/def2-TZVPD) of a molecular structure, C27H22F9IrN3O2P.

The total energy is -73477.8772 eV. Its multiplicity is 6. As for the expectation value of S²: 8.7794. As for the highest occupied orbital energy (spin up / spin down): -0.615 / -0.647 hartree. As for the LUMO energy (spin up / spin down): -9.3 / -12.9 eV. Its HOMO-LUMO gap (spin up / spin down) is 7.47 / 4.66 eV. As for the total charge: +3.

Last column: Löwdin spin population.
CARTESIAN COORDINATES (ANGSTROEM)
Ir  0.158  -0.342  1.121  2.752
O  0.052  -0.575  3.496  0.075
C  -0.566  -1.789  3.944  0.005
C  -0.932  -2.662  2.765  0.030
C  -1.587  -3.861  2.990  0.004
C  -1.930  -4.666  1.919  0.020
C  -1.602  -4.255  0.632  0.003
C  -0.949  -3.061  0.468  0.027
N  -0.611  -2.266  1.514  0.138
H  -0.398  0.194  3.873  0.001
H  -1.459  -1.557  4.526  0.001
H  0.140  -2.316  4.591  0.001
H  -1.831  -4.153  4.002  0.001
H  -2.449  -5.601  2.084  0.001
H  -1.853  -4.855  -0.231  0.000
H  -0.678  -2.691  -0.512  0.003
N  2.454  -0.219  -1.050  0.032
P  0.844  0.241  -1.215  0.121
C  0.914  2.024  -1.676  0.109
C  1.337  2.386  -3.012  0.305
C  1.411  3.720  -3.445  0.057
C  1.139  4.715  -2.548  0.087
C  0.737  4.373  -1.221  0.332
C  0.656  3.020  -0.791  0.083
C  0.212  -0.576  -2.667  0.011
C  0.622  -1.882  -2.952  0.009
C  0.087  -2.543  -4.048  0.003
C  -0.857  -1.911  -4.848  0.012
C  -1.278  -0.620  -4.556  0.003
C  -0.748  0.053  -3.464  0.018
C  3.112  -0.244  0.188  0.026
C  4.496  -0.378  0.239  0.005
C  5.114  -0.401  1.472  0.014
C  4.342  -0.280  2.629  0.006
C  2.982  -0.160  2.502  0.021
N  2.357  -0.148  1.296  0.157
H  3.039  -0.347  -1.867  0.002
H  1.621  1.588  -3.690  0.010
H  1.719  3.952  -4.455  0.000
H  1.223  5.761  -2.815  0.001
H  0.447  5.175  -0.552  0.013
H  0.325  2.805  0.217  0.001
H  1.364  -2.380  -2.339  0.000
H  0.410  -3.548  -4.283  0.000
H  -1.267  -2.427  -5.705  0.001
H  -2.018  -0.138  -5.178  0.000
H  -1.106  1.051  -3.232  0.003
H  5.067  -0.461  -0.675  0.001
H  6.189  -0.509  1.535  0.001
H  4.793  -0.280  3.610  0.001
H  2.338  -0.075  3.363  0.001
F  -2.123  1.856  -1.022  0.000
C  -2.775  1.128  -0.102  0.007
F  -4.072  1.265  -0.262  0.003
F  -2.436  -0.152  -0.326  0.014
C  -2.312  1.547  1.321  0.041
O  -0.966  1.227  1.497  0.401
C  -2.430  3.094  1.520  0.006
F  -1.506  3.709  0.757  0.003
F  -2.179  3.412  2.782  0.001
F  -3.622  3.534  1.170  0.004
C  -3.131  0.809  2.424  0.008
F  -3.137  -0.513  2.174  0.002
F  -2.529  0.966  3.617  0.002
F  -4.366  1.241  2.502  0.003

---

No. 3
The following is a DFT calculation (ωB97M-V/def2-TZVPD) of 2 unconnected molecules or ions with the total composition C27H22N5O6P.

The total energy is -57368.2391 eV. As for the highest occupied orbital energy: -0.304 hartree. As for the LUMO energy: -2.3 eV. Its HOMO-LUMO gap is 6.01 eV. The calculation puts the energy above the lowest of the compared OMol25 structures with the same formula, charge and spin at 0.00 kcal/mol.

Last column: Mulliken charge in e.
CARTESIAN COORDINATES (ANGSTROEM)
C  -7.060  0.887  -0.606  -1.476
C  -5.664  0.916  -0.065  1.026
C  -4.584  0.842  -0.954  -1.005
C  -3.276  0.900  -0.484  -0.217
C  -3.027  1.041  0.895  0.316
P  -1.273  1.269  1.360  0.401
C  -1.194  3.098  1.211  0.246
C  0.057  3.696  1.458  -0.314
C  0.176  5.080  1.519  -0.893
C  -0.941  5.904  1.341  1.040
C  -0.789  7.394  1.445  -1.455
C  -2.170  5.314  1.045  -0.957
C  -2.307  3.928  0.984  0.252
C  -1.493  1.189  3.186  -0.395
C  -1.512  -0.100  3.756  -0.172
C  -1.790  -0.266  5.109  -0.825
C  -2.071  0.835  5.928  1.011
C  -2.401  0.618  7.379  -1.463
C  -1.991  2.112  5.379  -0.878
C  -1.708  2.298  4.026  -0.031
C  -4.112  1.062  1.791  -0.100
C  -5.415  0.998  1.303  -0.947
H  -7.794  0.846  0.202  0.350
H  -7.275  1.773  -1.214  0.302
H  -7.207  0.016  -1.252  0.354
H  -4.779  0.735  -2.018  0.387
H  -2.441  0.846  -1.185  0.403
H  0.938  3.071  1.601  0.359
H  1.145  5.539  1.698  0.381
H  -1.716  7.907  1.178  0.344
H  -0.513  7.703  2.460  0.301
H  0.005  7.755  0.781  0.353
H  -3.034  5.952  0.846  0.287
H  -3.289  3.506  0.774  0.240
H  -1.318  -0.975  3.133  0.392
H  -1.782  -1.256  5.556  0.377
H  -2.543  1.568  7.903  0.342
H  -3.313  0.024  7.513  0.313
H  -1.596  0.070  7.884  0.342
H  -2.133  2.980  6.026  0.289
H  -1.665  3.316  3.638  0.193
H  -3.949  1.137  2.866  0.223
H  -6.255  1.004  2.003  0.293
O  1.863  -1.578  -6.157  -0.665
N  1.903  -0.970  -5.103  0.768
C  1.239  -0.985  -3.889  0.165
C  1.786  0.028  -3.086  0.824
N  2.803  0.671  -3.741  -0.473
O  2.841  0.065  -4.964  -0.183
C  1.288  0.257  -1.740  -0.557
N  1.962  1.205  -0.872  0.982
O  2.751  2.027  -1.371  -0.565
O  1.752  1.164  0.363  -0.557
C  0.202  -0.514  -1.234  -0.598
C  -0.301  -1.525  -2.084  -0.156
N  -1.185  -2.578  -1.817  0.820
O  -1.863  -2.866  -0.842  -0.671
O  -1.185  -3.408  -2.953  -0.177
N  -0.354  -2.918  -3.942  -0.552
C  0.181  -1.792  -3.395  0.541
H  -0.224  -0.400  -0.235  1.066

---

No. 4
The following is a DFT calculation (ωB97M-V/def2-TZVPD) of a molecular structure, C27H22N6O2RuS.

The total energy is -54809.2554 eV. Its multiplicity is 2. As for the expectation value of S²: 0.7746. As for the highest occupied orbital energy (spin up / spin down): -0.082 / -0.131 hartree. As for the LUMO energy (spin up / spin down): 2.8 / 2.8 eV. Its HOMO-LUMO gap (spin up / spin down) is 5.01 / 6.34 eV. As for the total charge: -1. The calculation puts the energy above the lowest of the compared OMol25 structures with the same formula, charge and spin at 0.00 kcal/mol.

Last column: Löwdin spin population.
CARTESIAN COORDINATES (ANGSTROEM)
Ru  0.277  0.778  0.055  0.014
C  1.503  -3.377  -0.638  0.116
C  1.075  -4.013  0.549  0.042
C  0.434  -3.284  1.507  0.049
C  0.208  -1.894  1.319  0.116
N  0.615  -1.295  0.143  0.137
C  1.236  -2.035  -0.779  0.002
C  -0.403  -1.038  2.261  0.116
C  -0.940  -1.457  3.506  0.043
C  -1.533  -0.556  4.339  0.048
C  -1.611  0.802  3.954  0.106
C  -1.078  1.159  2.741  0.007
N  -0.480  0.296  1.908  0.138
H  2.005  -3.917  -1.428  0.009
H  1.251  -5.072  0.700  0.001
H  0.101  -3.760  2.419  0.003
H  1.530  -1.508  -1.679  -0.002
H  -0.885  -2.501  3.785  0.002
H  -1.946  -0.883  5.285  0.001
H  -2.081  1.546  4.580  0.008
H  -1.104  2.181  2.387  -0.001
N  -1.634  -6.092  -3.837  0.000
C  -1.934  -4.804  -3.359  0.001
C  -1.699  -4.478  -2.024  0.001
C  -2.028  -3.225  -1.542  0.000
C  -2.599  -2.285  -2.389  0.000
C  -2.834  -2.597  -3.717  0.000
C  -2.511  -3.855  -4.199  0.000
S  -2.981  -0.673  -1.754  0.001
O  -3.773  -0.002  -2.755  0.001
O  -3.558  -0.870  -0.450  0.000
N  -1.555  0.028  -1.512  0.007
C  -0.711  0.288  -2.507  0.001
N  0.463  0.811  -2.020  0.001
C  1.426  1.119  -2.870  0.001
C  1.284  0.904  -4.231  0.000
C  0.088  0.323  -4.634  0.001
N  -0.896  0.007  -3.810  0.000
H  -0.898  -6.548  -3.320  0.000
H  -1.445  -6.119  -4.827  0.000
H  -1.244  -5.208  -1.364  0.000
H  -1.836  -2.968  -0.507  0.000
H  -3.262  -1.840  -4.360  0.000
H  -2.699  -4.104  -5.238  0.000
H  2.324  1.543  -2.436  0.000
H  2.063  1.162  -4.932  0.000
H  -0.083  0.096  -5.683  0.000
C  1.370  2.031  0.400  0.020
C  2.737  2.522  0.616  0.001
C  3.797  1.619  0.733  0.003
C  5.092  2.071  0.935  0.000
C  5.346  3.435  1.025  0.004
C  4.301  4.342  0.912  0.000
C  3.006  3.887  0.708  0.004
H  3.571  0.561  0.666  0.000
H  5.906  1.362  1.025  0.000
H  6.357  3.789  1.185  0.000
H  4.497  5.405  0.983  0.000
H  2.180  4.582  0.616  0.000

---

- Number 4 is which compound?
  C27H22N6O2RuS